Formula: C42H35AsBrNNiP2S4Si
Source: the OMol25 dataset
Level of theory: the ωB97M-V functional and the def2-TZVPD basis

The gap between HOMO and LUMO comes out at 5.171 eV. For the LUMO energy, the calculation gives 0.138 hartree. Its net charge is -2. The value obtained for the energy above the lowest of the compared OMol25 structures with the same formula, charge and spin is 220.5 kJ/mol. The maximum force is 1.03 eV/A.

Each line ends with the Löwdin charge.
Element x y z (Å)
Br -0.045 2.575 6.916  0.67
As -3.830 -1.651 1.008  -0.35
Ni -1.781 -0.976 -0.269  -0.55
S -4.841 -0.810 2.663  -0.16
S -4.839 -2.978 -0.279  -0.15
S -3.483 0.500 -0.197  0.23
S -1.835 -2.311 1.560  0.15
P -1.980 -0.083 -2.158  0.82
P 1.541 -1.375 2.019  1.14
Si 0.135 -1.828 -1.005  0.56
N -0.191 0.761 1.944  0.02
C 4.120 -1.364 5.254  -0.09
C 3.030 -1.103 4.430  -0.08
C 2.996 -1.574 3.119  -0.36
C 1.295 1.952 4.528  -0.13
C -4.354 -0.951 -3.279  -0.11
C -1.516 0.186 3.884  -0.13
C 0.019 -1.832 -2.917  -0.30
C 0.825 -2.573 -3.784  -0.10
C 1.503 1.329 3.194  -0.17
C -5.492 -0.861 -4.061  -0.08
C 3.265 0.911 -1.608  -0.09
C -4.933 1.401 -4.632  -0.11
C -0.487 1.930 -3.486  -0.10
C 0.286 1.590 5.304  -0.64
C -1.500 1.017 2.608  -0.26
C 2.169 0.073 -1.743  -0.10
C 3.439 0.272 0.689  -0.12
C -0.348 3.056 2.448  -0.05
C -1.520 2.514 2.755  0.01
C -0.473 -1.854 -5.673  -0.11
C 5.196 -2.098 4.782  -0.12
C 3.923 0.996 -0.389  -0.10
C -0.210 -0.531 3.994  -0.20
C 0.536 3.807 -2.385  -0.11
C -1.274 -1.099 -4.828  -0.10
C -0.603 0.439 5.082  -0.21
C 0.294 3.077 -3.540  -0.10
C 0.587 -2.588 -5.151  -0.11
C 0.686 0.027 2.899  -0.45
C -3.489 0.138 -3.170  -0.40
C 4.086 -2.323 2.659  -0.11
C 1.668 -0.687 -0.677  -0.24
C 0.687 -3.592 -0.598  -0.25
C -3.790 1.315 -3.844  -0.10
C -1.041 1.497 -2.282  -0.32
C 2.302 -0.532 0.571  -0.36
C 0.627 1.987 2.060  -0.22
C -0.788 2.234 -1.128  -0.09
C -0.009 3.382 -1.182  -0.08
C 5.174 -2.578 3.476  -0.10
C -1.023 -1.075 -3.454  -0.32
C -5.785 0.313 -4.748  -0.12
H -0.172 -1.590 4.212  0.13
H 2.203 -0.518 4.819  0.09
H -2.104 -0.537 -5.242  0.10
H -2.406 3.048 3.068  0.12
H -0.969 -0.008 5.998  0.12
H 1.687 0.005 -2.711  0.09
H 4.074 -2.701 1.643  0.11
H 6.008 -3.156 3.095  0.09
H -2.327 0.670 1.986  0.00
H -6.165 -1.708 -4.116  0.10
H -2.436 -0.347 4.083  0.08
H -0.652 1.360 -4.392  0.10
H -0.040 -4.286 -1.029  0.03
H 1.207 2.202 1.159  0.13
H -0.681 -1.879 -6.737  0.09
H -6.680 0.383 -5.355  0.09
H 3.611 1.487 -2.459  0.09
H 1.211 -3.183 -5.808  0.09
H -5.160 2.327 -5.147  0.09
H -4.159 -1.851 -2.704  0.04
H 1.912 2.801 4.797  0.10
H -0.104 4.111 2.493  0.10
H 1.151 4.699 -2.422  0.09
H -1.205 1.893 -0.188  0.05
H 4.799 1.624 -0.274  0.09
H 1.675 -3.813 -1.015  0.01
H 2.562 1.280 2.955  0.11
H 6.047 -2.296 5.423  0.09
H 1.644 -3.162 -3.382  0.09
H 4.124 -0.982 6.268  0.10
H 0.709 -3.758 0.478  -0.02
H 3.962 0.328 1.636  0.09
H -3.144 2.178 -3.746  0.10
H 0.718 3.393 -4.487  0.09
H 0.174 3.942 -0.273  0.09